{
  "formula": "C3H6N2O2",
  "method": "ωB97M-V/def2-TZVPD",
  "e_homo_ev": -9.970,
  "de_lowest_kcal_mol": 51.73,
  "mol_weight_g_mol": 102.09,
  "e_lumo_ha": 0.0310,
  "gap_ev": 10.81,
  "smiles": "[H]/N=C(/NC=O)OC",
  "species": ["H", "N", "C", "N", "C", "O", "O", "C", "H", "H", "H", "H", "H"],
  "xyz": [[-1.926, 1.041, -0.201], [-1.018, 1.598, 0.082], [-0.139, 0.715, 0.041], [1.252, 0.988, -0.027], [2.347, 0.086, -0.061], [2.327, -1.101, 0.100], [-0.265, -0.678, -0.006], [-1.604, -1.197, -0.009], [1.544, 1.929, 0.157], [3.295, 0.597, -0.110], [-1.491, -2.230, -0.216], [-2.164, -0.662, -0.754], [-2.158, -1.087, 1.004]]
}


{
  "formula": "C3H6N2O2",
  "method": "ωB97M-V/def2-TZVPD",
  "e_homo_ev": -9.435,
  "de_lowest_kcal_mol": 109.11,
  "mol_weight_g_mol": 102.09,
  "e_lumo_ha": 0.0311,
  "gap_ev": 10.28,
  "smiles": "C/N=C1\\NOCO1",
  "species": ["C", "N", "C", "N", "O", "C", "O", "H", "H", "H", "H", "H", "H"],
  "xyz": [[-2.484, 0.306, 0.152], [-1.491, -0.740, -0.126], [-0.354, -0.371, -0.113], [0.099, 0.923, 0.020], [1.616, 1.005, -0.143], [1.888, -0.347, 0.247], [0.777, -1.151, -0.130], [-2.677, 0.918, -0.722], [-3.420, -0.205, 0.514], [-1.931, 0.926, 0.867], [-0.426, 1.631, -0.454], [2.680, -0.630, -0.405], [2.076, -0.280, 1.420]]
}


{
  "formula": "C3H6N2O2",
  "method": "ωB97M-V/def2-TZVPD",
  "e_homo_ev": -9.786,
  "de_lowest_kcal_mol": 109.68,
  "mol_weight_g_mol": 102.09,
  "e_lumo_ha": -0.0115,
  "gap_ev": 9.47,
  "smiles": "C/N=[N+](\\[O-])C(C)=O",
  "species": ["C", "N", "N", "O", "C", "C", "O", "H", "H", "H", "H", "H", "H"],
  "xyz": [[2.275, -0.797, 0.184], [0.920, -1.092, -0.079], [0.047, -0.140, 0.027], [0.300, 0.994, 0.400], [-1.376, -0.568, 0.022], [-2.457, 0.430, 0.055], [-1.586, -1.736, 0.028], [2.688, 0.100, -0.247], [2.892, -1.790, -0.124], [2.318, -0.642, 1.247], [-3.341, -0.146, -0.142], [-2.473, 0.851, 0.999], [-2.299, 1.170, -0.657]]
}